Entry 1:
{"formula": "C6H9F", "method": "the ωB97M-V functional and the def2-TZVPD basis", "lumo_ev": 0.80, "orbital_gap_ev": 10.75, "smiles": "CC(C)C1=C[C@H]1F", "e_above_lowest_kj_mol": 272.14, "homo_energy_ev": -9.950, "species": ["C", "C", "C", "C", "C", "C", "F", "H", "H", "H", "H", "H", "H", "H", "H", "H"], "xyz": [[-1.3142, -0.7006, 0.3965], [-0.2105, -0.0731, -0.4647], [-0.1158, 1.4351, -0.2139], [1.0884, -0.6898, -0.1767], [2.1676, -1.4296, -0.3207], [2.5273, -0.2177, 0.4105], [3.7792, 0.7802, 0.0580], [-1.1418, -0.4736, 1.4467], [-1.3429, -1.7792, 0.2637], [-2.2780, -0.2877, 0.1073], [-0.4510, -0.2474, -1.5215], [0.1007, 1.6326, 0.8335], [-1.0541, 1.9204, -0.4732], [0.6820, 1.8697, -0.8106], [2.5622, -2.3588, -0.6684], [2.6709, -0.2198, 1.4801]], "atomic_forces_ev_per_a": [[0.12, 0.03, -0.17], [-0.65, 0.02, -0.01], [-0.01, -0.14, -0.17], [3.83, 2.09, 0.05], [-0.08, 0.85, 0.33], [-0.17, -0.65, 0.23], [-3.14, -1.94, -0.35], [0.00, -0.04, 0.09], [-0.07, -0.10, 0.05], [-0.07, 0.01, 0.02], [0.03, -0.03, 0.12], [0.03, -0.02, 0.08], [-0.09, 0.03, -0.04], [0.05, 0.08, -0.02], [0.12, -0.36, -0.20], [0.12, 0.17, -0.01]]}

Entry 2:
{"formula": "C25H36AsCsN2O8PS", "method": "the ωB97M-V functional and the def2-TZVPD basis", "lumo_ev": 2.03, "orbital_gap_ev": 6.34, "total_charge": -1, "e_above_lowest_kj_mol": 130.42, "homo_energy_ev": -4.311, "species": ["Cs", "C", "O", "C", "C", "C", "C", "C", "C", "N", "N", "C", "C", "O", "C", "C", "C", "C", "C", "C", "C", "C", "H", "H", "H", "H", "H", "H", "H", "H", "H", "H", "H", "H", "H", "O", "H", "H", "C", "As", "C", "C", "S", "H", "H", "H", "H", "H", "H", "H", "H", "H", "C", "O", "C", "O", "H", "H", "H", "C", "O", "P", "O", "C", "O", "C", "H", "H", "H", "H", "H", "H", "H", "H", "H"], "xyz": [[-0.5528, -0.8932, -0.1874], [0.3443, 0.5481, -3.5402], [-0.4592, 1.0795, -2.5062], [-1.5650, 1.7847, -2.8525], [-1.8736, 2.1280, -4.1669], [-3.0264, 2.8567, -4.4358], [-3.8726, 3.2438, -3.4147], [-3.5768, 2.8908, -2.1072], [-2.4364, 2.1557, -1.8089], [-2.0856, 1.7307, -0.4793], [-3.0533, 1.9301, 0.3328], [-2.9107, 1.6132, 1.6692], [-1.6954, 1.1724, 2.2929], [-0.6433, 0.8812, 1.6843], [-1.7327, 1.0577, 3.7426], [-2.8452, 1.2949, 4.4677], [-4.0668, 1.6869, 3.8457], [-5.2217, 1.9150, 4.6090], [-6.3993, 2.2933, 4.0172], [-6.4354, 2.4433, 2.6259], [-5.3225, 2.2251, 1.8564], [-4.0914, 1.8471, 2.4379], [-0.2470, -0.1020, -4.1935], [1.1285, -0.0342, -3.0576], [0.8127, 1.3549, -4.1122], [-1.2246, 1.8307, -4.9755], [-3.2553, 3.1218, -5.4608], [-4.7655, 3.8179, -3.6281], [-4.2262, 3.1733, -1.2933], [-0.7987, 0.7669, 4.2084], [-2.8342, 1.1885, 5.5470], [-5.1599, 1.7850, 5.6827], [-7.2858, 2.4703, 4.6121], [-7.3613, 2.7288, 2.1406], [-5.3780, 2.3350, 0.7854], [-0.1353, -2.2323, 3.9353], [-1.0102, -2.0003, 3.6011], [0.3450, -1.3913, 3.9201], [5.8207, -2.4448, -3.0346], [4.1090, -1.5935, -2.7024], [2.7800, -2.5763, -3.6939], [3.7973, -1.9879, -0.8328], [4.1607, 0.4478, -3.1538], [5.7662, -3.5155, -2.8434], [6.5483, -1.9799, -2.3707], [6.1138, -2.2597, -4.0682], [3.0267, -3.6355, -3.7388], [2.7315, -2.1661, -4.7034], [1.8243, -2.4580, -3.1764], [4.0715, -3.0212, -0.6171], [2.7442, -1.8584, -0.5791], [4.4105, -1.3045, -0.2429], [0.2776, -4.8702, -3.1374], [-0.7325, -4.6848, -2.1699], [-0.7473, -3.4795, -1.4615], [0.1595, -2.7003, -1.8163], [0.2851, -4.0541, -3.8708], [0.0662, -5.8137, -3.6402], [1.2684, -4.9191, -2.6730], [3.9533, -1.8805, 2.7237], [3.7800, -0.5432, 2.2767], [2.1876, -0.1068, 2.0400], [1.6801, 0.1155, 3.5699], [2.3049, 1.0809, 4.4103], [2.4625, 1.4224, 1.6008], [2.6381, 1.6447, 0.2033], [4.2103, -1.8799, 3.7860], [4.7628, -2.3259, 2.1452], [3.0380, -2.4675, 2.5856], [2.0201, 0.8525, 5.4381], [1.9606, 2.0798, 4.1403], [3.3926, 1.0327, 4.3082], [2.3267, 2.6683, 0.0014], [2.0305, 0.9780, -0.4237], [3.6878, 1.5062, -0.0735]], "atomic_forces_ev_per_a": [[-0.58, 0.36, 0.39], [0.06, 0.04, -0.09], [-0.02, -0.05, 0.21], [-0.25, 0.12, -0.07], [-0.03, 0.01, 0.24], [0.05, 0.00, -0.23], [-0.08, 0.03, 0.09], [0.13, 0.00, -0.16], [0.15, -0.14, 0.45], [-1.12, 0.35, 0.19], [1.02, -0.31, -0.33], [0.29, 0.11, -0.76], [-0.18, 0.13, 0.09], [0.21, 0.81, 0.79], [-0.04, 0.01, 0.22], [0.26, -0.08, -0.05], [-0.14, 0.06, -0.21], [-0.04, 0.02, -0.01], [-0.04, 0.01, 0.13], [-0.12, 0.03, -0.12], [0.01, 0.02, 0.00], [-0.33, 0.00, 0.55], [0.08, 0.03, -0.02], [-0.07, 0.08, -0.04], [0.02, -0.13, -0.06], [0.03, 0.00, -0.05], [0.01, 0.00, -0.01], [0.00, 0.00, -0.03], [-0.01, 0.02, 0.05], [-0.01, -0.01, 0.03], [0.03, -0.01, 0.04], [-0.02, -0.01, 0.06], [-0.02, -0.01, 0.01], [-0.02, 0.01, 0.01], [0.02, 0.00, -0.06], [-0.08, 0.14, -0.02], [0.08, -0.04, 0.04], [0.02, -0.03, -0.03], [-0.05, 0.09, -0.08], [0.01, 0.08, 0.04], [0.07, 0.09, -0.07], [0.00, -0.01, -0.01], [0.00, -0.19, 0.07], [-0.02, -0.02, 0.02], [0.00, -0.02, -0.02], [-0.04, -0.01, 0.07], [0.06, -0.02, 0.06], [0.02, 0.02, 0.10], [-0.02, -0.04, -0.03], [0.03, 0.00, -0.05], [0.04, 0.08, -0.11], [-0.08, -0.05, -0.02], [0.14, 0.12, -0.20], [-0.40, -0.15, 0.28], [0.31, -0.25, -0.46], [0.52, -1.18, -1.00], [0.03, -0.15, 0.06], [0.00, -0.01, 0.01], [-0.02, 0.01, -0.05], [-0.01, 0.05, 0.01], [-0.29, 0.30, 0.02], [0.02, -0.11, 0.01], [0.19, -0.09, -0.10], [0.09, 0.14, 0.12], [-0.01, -0.24, 0.18], [0.16, 0.17, -0.32], [-0.01, -0.08, -0.05], [0.00, -0.09, 0.07], [0.07, -0.07, 0.00], [0.01, 0.02, -0.07], [0.01, -0.02, 0.04], [-0.07, 0.02, 0.04], [0.04, -0.05, -0.03], [0.03, 0.05, 0.23], [-0.13, 0.05, 0.00]]}